{"formula": "C2H39O20Rb", "method": "the ωB97M-V functional and the def2-TZVPD basis", "gap_ev": 4.73, "e_tot_ev": -44314.085, "homo_ev": -5.807, "multiplicity": 1, "species": ["Rb", "C", "C", "O", "O", "H", "H", "H", "O", "H", "H", "O", "H", "H", "O", "H", "H", "O", "H", "H", "O", "H", "H", "O", "H", "H", "O", "H", "H", "O", "H", "H", "O", "H", "H", "O", "H", "H", "O", "H", "H", "O", "H", "H", "O", "H", "H", "O", "H", "H", "O", "H", "H", "O", "H", "H", "O", "H", "H", "O", "H", "H"], "coordinates": [[-0.399, -0.110, 0.228], [0.986, 4.374, 0.068], [1.900, 4.750, 1.230], [2.212, 3.882, 2.026], [2.218, 5.940, 1.377], [-0.073, 4.371, 0.329], [1.286, 3.518, -0.537], [1.069, 5.165, -0.677], [-1.466, 2.513, 2.031], [-1.175, 3.088, 2.738], [-2.147, 3.013, 1.580], [3.072, -0.314, -3.245], [2.843, -1.096, -2.741], [3.390, 0.308, -2.591], [0.514, 1.352, -2.591], [0.591, 0.611, -3.191], [-0.323, 1.758, -2.816], [1.965, 1.128, 4.373], [2.074, 2.047, 4.128], [1.304, 0.794, 3.767], [0.223, -0.947, 2.979], [-0.293, -1.491, 3.574], [0.802, -1.564, 2.531], [1.426, -4.133, -0.123], [0.977, -4.064, 0.720], [2.350, -4.234, 0.105], [-3.037, 3.778, 0.228], [-3.988, 3.890, 0.231], [-2.722, 4.413, -0.415], [-2.807, 0.598, -1.274], [-3.603, 1.080, -1.047], [-3.023, 0.149, -2.091], [1.297, -3.860, 2.561], [2.190, -3.522, 2.630], [1.315, -4.686, 3.044], [-4.730, -2.648, 0.811], [-5.377, -2.979, 1.433], [-4.542, -1.759, 1.111], [1.262, -3.965, -2.901], [1.772, -4.728, -3.173], [1.292, -3.986, -1.944], [-4.217, 0.308, 1.779], [-3.469, 0.904, 1.753], [-4.982, 0.881, 1.725], [-2.038, -2.510, 0.175], [-2.240, -2.823, -0.706], [-2.853, -2.627, 0.664], [2.333, -0.986, 0.548], [2.650, -1.881, 0.669], [3.033, -0.547, 0.065], [4.515, 1.131, 0.041], [4.833, 1.769, 0.680], [3.856, 1.606, -0.465], [-0.016, -1.529, -2.405], [-0.782, -1.977, -2.047], [0.452, -2.207, -2.892], [3.003, 2.217, -2.055], [3.021, 3.012, -2.587], [2.122, 1.864, -2.180], [-2.966, -3.125, -2.210], [-2.997, -2.528, -2.957], [-3.876, -3.388, -2.074]], "lowdin_charge": [1.018, -0.040, -0.848, -0.063, -0.078, 0.042, 0.035, 0.056, -0.073, 0.055, -0.032, -0.034, 0.021, 0.000, -0.064, 0.034, 0.061, -0.062, 0.020, -0.018, -0.100, 0.057, -0.013, -0.038, 0.012, 0.051, -0.026, 0.056, 0.066, -0.109, 0.033, 0.038, -0.020, 0.064, 0.073, -0.038, 0.058, 0.008, -0.047, 0.053, -0.016, -0.025, 0.017, 0.049, -0.139, -0.037, -0.008, -0.107, 0.019, 0.014, -0.050, 0.051, -0.013, -0.087, -0.008, 0.010, -0.050, 0.075, -0.019, -0.015, 0.063, 0.070]}